# 1
Computed, not measured: C52H46O2P2SSe4Sn as an isolated structure in a non-equilibrium geometry, with ωB97M-V/def2-TZVPD.

Geometry (Å):
Sn: -2.13931 -0.48444 -1.86219
Se: -4.70941 -0.45914 -4.61659
Se: -3.16591 1.05766 -5.36879
Se: -4.72871 0.01236 -2.31539
Se: -1.21191 0.32096 -4.24959
S: -0.38821 1.68366 -0.34279
P: -1.37941 -0.31114 1.47081
P: 1.46489 -0.41044 -1.36059
O: -1.47371 -3.98244 -0.88439
O: -1.83701 1.57516 -0.73009
C: 1.05069 -2.22684 4.17641
C: -0.44961 -4.84344 -0.42769
C: 2.36829 1.13686 -1.77469
C: -0.41611 2.90636 0.98511
C: 2.72939 -1.11894 -0.24069
C: 3.62709 -1.00354 1.99301
C: 3.64749 3.24776 -3.14259
C: -1.16551 3.10096 4.62041
C: 3.71739 1.11036 -2.08029
C: 2.64479 5.22066 -4.12699
C: 2.28639 3.30076 -2.80599
C: 2.36109 -1.71304 -5.19499
C: -5.03501 -1.83044 2.71031
C: -2.67051 -4.68004 -1.15799
C: 0.45989 -1.24084 3.40781
C: -0.93371 -2.89004 2.36371
C: -5.91281 -1.07054 1.95451
C: -3.66931 -1.62494 2.61951
C: -0.38601 4.70506 3.13111
C: -0.33681 3.72386 -2.21399
C: 1.63589 2.31996 -2.04599
C: 1.64219 4.43336 -3.33399
C: 2.44329 -0.99564 -4.01539
C: -0.56311 -1.55984 2.52371
C: -0.35381 -3.87264 3.14411
C: -0.48691 5.41306 4.45041
C: 4.51729 -2.57704 0.41701
C: 3.99029 4.47436 -3.93799
C: 0.31759 2.64476 -1.66919
C: 1.63959 -1.33734 -2.93479
C: 2.73459 -0.56484 1.03671
C: 0.30549 4.61506 -3.09339
C: 1.48369 -2.77834 -5.31409
C: -0.84161 2.42436 2.25021
C: 0.01989 4.19996 0.84011
C: -3.76971 -3.69684 -1.50729
C: 0.03059 5.12396 1.90071
C: 4.52299 -2.01364 1.68261
C: -5.41901 -0.06854 1.13761
C: -1.65731 0.88496 3.92581
C: -0.98161 4.33846 5.44651
C: -3.16291 -0.65044 1.76761
C: 0.74179 -2.39574 -3.06899
C: 0.63049 -3.54134 4.06151
C: -1.27781 1.12666 2.61721
C: 4.38179 2.17186 -2.72219
C: 0.81269 -4.05284 -0.10539
C: -1.59981 1.84446 4.94321
C: -0.80761 3.37276 3.29131
C: 0.67589 -3.12274 -4.24209
C: 3.62219 -2.13804 -0.54579
C: -4.05551 0.14296 1.05141
H: -0.02381 -3.94214 -4.32629
H: 0.78319 -0.21554 3.50771
H: 5.22869 -2.35804 2.42421
H: -1.92221 4.62296 5.91931
H: -6.08761 0.53886 0.54301
H: 5.43989 2.08936 -2.92579
H: -4.70911 -4.21664 -1.67079
H: 0.36879 6.13326 1.71811
H: 1.48579 -4.02994 -0.95749
H: -3.90311 -2.97474 -0.70179
H: 2.70079 6.25646 -3.78719
H: 1.33429 -4.49514 0.73971
H: 3.62219 -2.57724 -1.53299
H: 3.12249 -0.15814 -3.95479
H: -0.23631 -5.59954 -1.19809
H: -0.25681 4.16636 6.24401
H: -1.67891 -3.13704 1.61991
H: -3.00981 -2.23664 3.21861
H: 1.82489 -1.96334 4.88121
H: -6.97701 -1.25434 2.00971
H: 4.71309 5.08746 -3.39559
H: 5.22239 -3.35954 0.17731
H: -1.36771 3.89106 -1.93949
H: -1.88491 1.57866 5.94891
H: -2.96141 -5.27304 -0.27479
H: 0.48049 5.81916 4.74791
H: -0.67631 -4.90084 3.04641
H: 2.98569 -1.42514 -6.03049
H: 0.37549 4.53786 -0.12019
H: 1.41419 -3.32494 -6.24369
H: -3.67981 0.94426 0.43021
H: 1.07289 -4.31014 4.68081
H: -2.00221 -0.10684 4.18441
H: -2.50751 -5.38324 -1.99009
H: 0.54739 -3.03094 0.15731
H: 0.08169 -2.64374 -2.24839
H: -1.18731 6.24696 4.38481
H: 3.62329 -0.55884 2.97841
H: 2.35279 5.23246 -5.17839
H: -5.41041 -2.60244 3.36921
H: -3.51151 -3.15874 -2.41769
H: -0.24991 5.43726 -3.52019
H: 4.28599 0.22106 -1.83839
H: 4.44009 4.20796 -4.89489
H: -0.80671 -5.37574 0.46711
H: 2.02459 0.22346 1.26161

Its multiplicity is 1.

# 2
Computed, not measured: C52H47Cl2N6O6P2S2TeTl as an isolated structure in a non-equilibrium geometry, with ωB97M-V/def2-TZVPD.

Geometry (Å):
Tl: -1.28869 0.28126 -0.09334
Te: 4.42521 -1.63834 1.09457
Cl: 1.54018 2.09702 -3.92103
Cl: 0.20672 -0.44155 -4.73900
S: -4.25317 -2.07547 -1.15420
S: -4.03967 1.30148 -2.23319
P: 2.23725 0.84200 0.95580
P: 1.76937 -1.52873 -0.82016
O: -4.28096 -2.17261 -2.57851
O: -2.93062 -1.73071 -0.58786
O: -4.84374 -3.23917 -0.43600
O: -3.02874 0.33334 -2.56453
O: -3.55984 2.52397 -1.46174
O: -4.93125 1.60163 -3.33503
N: -1.05678 3.89790 -2.48675
N: -4.24372 -0.77730 2.38644
N: 3.41636 -4.56833 4.84593
N: -1.87953 -1.11118 2.30843
N: -0.13620 4.63110 -1.82628
N: -3.46996 1.29034 1.56673
C: -0.35321 -5.53065 -0.58566
C: -0.23328 -3.23657 -1.02845
C: 4.90094 -3.02269 3.72914
C: 4.74731 -0.76609 -3.49563
C: 2.80335 -2.61993 -3.18724
C: -4.55159 3.37471 2.12692
C: -6.58762 -1.22998 -0.10746
C: -3.09673 -1.62181 2.33342
C: 1.41537 6.38761 -2.34042
C: 4.04549 -0.71955 -2.32131
C: -1.05305 4.09109 -3.80397
C: -3.38292 -2.99196 2.19523
C: -0.99023 -4.36276 -0.88454
C: 2.86869 -0.11070 4.81881
C: 2.78309 0.96047 2.70479
C: 2.74382 -3.38199 2.93392
C: 1.10575 -3.22795 -0.62860
C: -1.01146 -3.32396 2.13768
C: 5.28907 3.53801 -1.24667
C: 2.46721 -4.21940 3.97812
C: 3.49828 1.00725 5.39232
C: 3.58888 2.18360 4.62764
C: -5.39737 -0.76902 -0.73793
C: 4.89546 1.92583 0.49196
C: 4.47394 -1.63998 -4.58139
C: -5.23604 0.58348 -1.05293
C: 2.53589 -0.13192 3.49163
C: -1.90368 3.31978 -4.76087
C: -2.31360 -3.86194 2.21334
C: 5.78510 2.78483 -0.16165
C: -0.85858 -1.96596 2.07819
C: -0.08304 5.05712 -4.05788
C: -6.17727 1.50198 -0.61154
C: -7.36015 1.08069 0.02743
C: 1.72589 -4.36077 -0.21482
C: 3.05532 2.67970 -0.88706
C: 3.26543 2.13753 3.29978
C: 0.97614 -5.56038 -0.11324
C: 3.99651 -2.82532 2.72528
C: 2.99590 -1.72891 -2.17661
C: -5.48711 2.66863 2.83489
C: 0.50570 5.29116 -2.78942
C: -3.62906 2.61257 1.48068
C: -7.56992 -0.31407 0.21769
C: 3.50551 -2.61706 -4.40202
C: 3.55786 1.88409 0.15258
C: 0.56444 0.64845 -3.44684
C: -4.27553 0.65044 2.35111
C: -5.28208 1.29522 3.01309
C: 3.96340 3.43526 -1.61606
C: 4.58554 -3.98217 4.69804
C: 2.59216 -0.83745 0.57480
H: 3.93674 3.09688 5.07589
H: 3.67389 0.97069 6.46857
H: 5.42492 -4.23603 5.42055
H: -2.89329 3.13238 0.89025
H: 5.10585 -1.50757 -5.43824
H: 3.71311 3.95178 -2.50868
H: 5.89461 -2.57045 3.72568
H: 2.03536 2.71561 -1.13574
H: -2.02898 -4.37823 -1.07045
H: 2.72954 -4.34208 0.12317
H: -5.99939 2.52984 -0.89771
H: 3.46564 2.98713 2.70436
H: -1.45765 3.34969 -5.77629
H: 6.80392 2.75023 0.15562
H: 5.24530 1.32416 1.35041
H: -1.73386 3.37597 -1.88539
H: -5.99079 0.80236 3.57514
H: 2.36454 6.45048 -2.88573
H: 0.91596 7.36060 -2.41665
H: -4.40342 -3.26755 2.03202
H: -2.52400 -4.91398 2.02301
H: 1.96816 -3.30153 -3.06325
H: -5.11653 -1.19018 2.71295
H: 1.39223 -6.49277 0.23671
H: 4.34006 -0.09344 -1.45337
H: 5.60647 -0.13077 -3.64375
H: 0.15140 -1.58840 1.96807
H: -8.10986 1.82625 0.33569
H: -0.33715 1.04521 -3.11525
H: -6.64309 -2.28783 0.17268
H: -0.18086 -3.98808 1.90737
H: -6.24237 3.16486 3.38777
H: -2.87306 3.77775 -4.75883
H: 1.92543 -3.19681 2.24469
H: 1.65117 6.16322 -1.31702
H: -4.64204 4.47287 2.08811
H: -0.67719 -2.29918 -1.27267
H: -8.50167 -0.60199 0.70173
H: 2.05190 -0.99013 2.97394
H: 3.29049 -3.39487 -5.09642
H: -1.95998 2.27404 -4.44189
H: 0.29018 5.39536 -5.03821
H: 1.53111 -4.72209 4.17096
H: -0.94023 -6.40836 -0.58415
H: 1.06483 0.05798 -2.65997
H: 2.70114 -1.03554 5.46239
H: 5.92537 4.30734 -1.75660

Its multiplicity is 1. Its charge is -2.

# 3
Computed, not measured: a 10-piece molecular cluster, C52H48Br4N8O16 overall in a non-equilibrium geometry, with ωB97M-V/def2-TZVPD.

Geometry (Å):
Br: -1.21297 -5.46143 2.63689
Br: 6.87151 -1.83297 2.46009
Br: -4.24279 -7.33522 1.61929
Br: 5.58442 1.53783 2.18864
O: 1.37486 2.14476 -7.80994
O: -2.70637 1.16818 3.09829
O: -0.01364 5.43926 2.32917
O: 2.68086 -1.63652 -0.95760
O: 0.04597 3.48554 1.54395
O: 3.23605 -2.41110 3.01332
O: -5.16814 -1.34348 1.66819
O: -1.18796 0.93399 -3.15424
O: -5.73539 -1.37323 3.71567
O: 3.24033 3.17402 -8.01737
O: 5.40771 -2.95174 -1.65590
O: -1.50842 2.64457 4.15965
O: -0.33728 2.40574 -1.77599
O: 2.05411 -3.65585 1.72407
O: 6.35526 -1.68748 -3.09985
O: 2.53794 0.17365 0.04137
N: -1.21778 1.72635 -2.29840
N: 1.98536 -0.80239 -0.45707
N: 0.58688 4.54649 1.79085
N: 2.98301 -3.53610 2.55141
N: 5.42387 -2.46638 -2.83849
N: -5.97857 -1.06048 2.54276
N: 2.42940 2.60157 -7.36871
N: -2.53015 2.28063 3.55292
C: -4.92521 1.91094 -1.82285
C: -8.38120 -0.23742 2.94595
C: -5.76979 5.09663 3.40717
C: -1.17165 -2.84758 -0.00729
C: 6.08093 -1.08505 0.77577
C: 6.31612 0.44333 0.61273
C: -2.50176 1.96893 -1.67182
C: -9.18985 1.46054 1.50134
C: 2.27887 1.33235 -5.12596
C: -4.48576 5.49440 3.58345
C: -4.97714 2.75270 3.32886
C: -0.40006 -0.19514 0.24656
C: 5.03114 -7.14079 3.65398
C: 0.60137 -1.12070 -0.17667
C: 0.20196 -2.40870 -0.21637
C: -3.41917 4.65751 3.62712
C: 3.50999 3.39024 -5.26892
C: -9.44764 0.62437 2.63140
C: 2.87356 3.83605 1.08675
C: 2.80202 2.40325 -5.97843
C: 2.52469 1.30861 -3.75922
C: 2.21487 6.15068 0.64252
C: 4.34995 -2.74354 -3.81840
C: 2.16262 -2.74847 -5.49717
C: 3.66627 -4.82171 2.98404
C: -2.66775 2.93203 -0.59853
C: 4.45726 -2.09594 -5.07456
C: -5.02952 2.87292 -0.76821
C: 1.88931 4.87601 1.20363
C: 3.22506 -3.47278 -3.43659
C: -6.02926 3.68496 3.35961
C: -7.17937 -0.24488 2.16666
C: 3.60877 3.46510 -3.89075
C: 3.15787 2.38128 -3.14253
C: -3.86258 3.39115 -0.14919
C: -3.65873 3.22503 3.51370
C: 3.39552 6.35524 -0.11732
C: -1.29755 -6.86698 1.20065
C: -6.99458 0.69147 1.17507
C: -2.39152 -7.93681 1.63072
C: -8.03772 1.40236 0.71846
C: 3.69808 -7.17786 3.22388
C: 2.15891 -3.46679 -4.26495
C: -3.69909 1.49050 -2.26809
C: 3.07981 -6.04514 2.68386
C: 4.32061 5.23398 -0.19346
C: 4.90673 -4.72367 3.60577
C: 5.57614 -5.87755 3.95099
C: -1.73762 -0.52094 0.44166
C: 4.00023 3.97965 0.35552
C: 3.35923 -2.19716 -5.92001
C: -2.09929 -1.86697 0.26183
H: -4.02386 4.07573 0.67042
H: 2.13357 -6.09467 2.16561
H: -5.25928 1.71794 3.45565
H: 2.71013 2.84601 1.48612
H: 1.16494 -3.81596 -4.02723
H: 5.19489 5.46449 -0.78414
H: -1.75811 3.29655 -0.14458
H: -8.42901 -0.94404 3.76130
H: -2.40895 5.03075 3.70798
H: 5.33545 -3.77156 3.88161
H: -2.16819 -8.13782 2.67849
H: -5.98734 3.19302 -0.38543
H: 6.49529 -5.94803 4.51365
H: 3.51740 -1.62605 -6.82290
H: -2.42839 0.25754 0.73010
H: -0.34307 -7.39275 1.17583
H: 3.70928 7.28669 -0.56492
H: 0.91725 -3.16081 -0.51484
H: -1.53467 -6.43452 0.22862
H: 4.64830 3.12112 0.25890
H: 5.29862 -1.56456 -5.49425
H: 3.34416 -8.17432 3.00434
H: 3.10874 -3.75686 -2.40113
H: 5.01432 -1.30961 0.77145
H: -6.03533 0.89454 0.72228
H: 1.66033 0.58135 -5.59479
H: -8.03812 2.03695 -0.15544
H: -10.30459 0.85522 3.24682
H: -7.03498 3.35502 3.14498
H: 7.35363 0.68896 0.38616
H: 6.50046 -1.55275 -0.11493
H: -1.46994 -3.88425 -0.05968
H: -3.85770 0.84906 -3.12237
H: 5.75082 0.67651 -0.28958
H: -5.85708 1.56437 -2.24463
H: 1.52087 6.95957 0.81704
H: 4.26746 4.18487 -3.42766
H: -0.07377 0.82254 0.40233
H: 2.04422 0.67309 -3.03007
H: -4.25912 6.52126 3.82957
H: -3.12480 -2.19540 0.34472
H: 3.91425 4.27699 -5.73438
H: 5.64300 -7.99784 3.89377
H: -2.33490 -8.85868 1.05189
H: -6.44409 5.92437 3.24418
H: -9.92333 2.18265 1.17429
H: 1.45157 -2.73156 -6.30989
H: 3.34747 2.33650 -2.08025

The SMILES is O=[N+]([O-])c1ccccc1.O=[N+]([O-])c1ccccc1.O=[N+]([O-])c1ccccc1.O=[N+]([O-])c1ccccc1.O=[N+]([O-])c1ccccc1.O=[N+]([O-])c1ccccc1.O=[N+]([O-])c1ccccc1.O=[N+]([O-])c1ccccc1.BrCCBr.BrCCBr. Its multiplicity is 1.

# 4
Computed, not measured: C52H48CdCl3N7O6Te as an isolated structure, with ωB97M-V/def2-TZVPD.

Geometry (Å):
Te: 1.01448 5.55620 -0.75280
Cd: 1.18738 -0.92100 -1.28589
Cl: 0.93452 -1.13097 -6.34395
Cl: 0.23517 1.61349 -5.76965
Cl: 3.00866 0.86470 -5.93839
O: -2.19658 2.66038 -0.32296
O: 3.34668 1.63582 -1.57092
O: 2.33824 -0.86587 -3.60162
O: 1.70441 -0.83476 3.06946
O: 0.59985 0.45894 -3.14752
O: 0.12531 0.24200 1.01118
N: -0.27602 1.01023 -0.17437
N: 0.18718 2.37794 -0.11607
N: -1.69831 -1.74374 -0.22806
N: -4.14809 -5.04424 -1.00672
N: 6.17068 -0.35560 1.92508
N: 6.34278 -1.35427 -0.14659
N: 3.61997 -1.07058 -0.54387
C: 1.44830 -0.06522 -3.91275
C: 1.04705 -3.06339 -1.21647
C: -2.05477 2.45993 2.75313
C: -1.14295 2.10229 0.33676
C: 0.29514 -3.79811 -2.18414
C: -2.91670 6.53820 0.94685
C: 0.67687 -0.75275 3.70964
C: 1.27742 2.79948 0.75640
C: -2.81939 1.28851 -3.66332
C: 5.74080 -1.78592 -1.25549
C: 1.70630 -3.76908 -0.23982
C: -4.73772 0.90741 -2.25949
C: 1.63617 -5.18167 -0.15833
C: -1.87080 6.02586 -1.56919
C: -1.03015 6.01474 -0.45991
C: -4.07267 1.50462 -1.19906
C: -0.90890 -2.15308 5.08822
C: -2.78635 1.98473 -1.38743
C: -1.17829 -5.27066 -4.08762
C: -3.22525 6.28590 -1.41896
C: 1.39152 0.32365 -5.43482
C: -2.57634 -1.74248 -1.23069
C: -1.31212 1.82775 1.78234
C: 4.38366 -1.65037 -1.47338
C: -3.75545 6.52952 -0.15908
C: 1.20258 -3.00904 6.67998
C: -0.31689 0.32702 3.40628
C: 4.77123 3.58034 -1.99925
C: -0.08945 -3.44509 6.94312
C: 5.57140 -0.78374 0.77175
C: -0.38503 -3.15743 -3.25121
C: -1.14184 -3.03019 6.13755
C: -2.14402 1.88928 -2.60754
C: 4.65960 2.17152 -1.44478
C: -1.55628 6.29284 0.79670
C: -3.41769 -2.79781 -1.52411
C: 1.44024 -2.15061 5.61778
C: 0.38468 -1.70307 4.82945
C: 0.90300 -5.88885 -1.06542
C: -1.94678 2.02673 4.07954
C: -0.47086 0.77414 2.10252
C: -3.34407 -3.95496 -0.74907
C: -1.09335 -3.86468 -4.17984
C: -1.66474 -2.83816 0.53493
C: -2.74792 2.71182 5.16050
C: 0.21422 -5.21557 -2.10530
C: -4.10934 0.80187 -3.49468
C: 4.19045 -0.64978 0.56814
C: -1.08678 0.97744 4.37758
C: 1.26977 4.31191 0.99499
C: -0.54105 -5.92665 -3.07220
C: -2.44939 -3.95184 0.32482
H: -1.47354 5.80764 -2.55429
H: -0.94092 -2.83008 1.34533
H: 3.99934 4.22173 -1.56786
H: -3.87168 6.27774 -2.28794
H: -0.27645 -4.11388 7.77442
H: -2.33521 1.20111 -4.62663
H: -0.59643 -7.00825 -2.99303
H: 2.17446 -5.69857 0.62916
H: -2.54704 2.27577 6.13847
H: 7.17325 -0.37494 1.96305
H: -3.31570 6.74795 1.93199
H: -4.81478 6.71913 -0.03947
H: -0.91419 6.34068 1.66805
H: -2.14655 -3.38610 6.32887
H: -4.62386 0.33197 -4.32498
H: 4.65102 3.58332 -3.08561
H: 6.37845 -2.25867 -1.99247
H: -5.74116 0.52513 -2.11909
H: -2.50249 3.77427 5.20763
H: 1.24354 2.29921 1.72738
H: -0.33781 -2.07566 -3.32227
H: -1.13235 2.26097 -2.72441
H: -4.09678 -2.74431 -2.36889
H: -2.71262 3.28029 2.48401
H: 5.74966 4.00389 -1.76239
H: -2.35811 -4.82203 0.96624
H: 2.02523 -3.34219 7.30008
H: 5.67349 0.21945 2.57721
H: 2.22016 4.60026 1.43989
H: -1.73844 -5.82738 -4.83045
H: 5.38624 1.51370 -1.93224
H: -3.81731 2.62770 4.96286
H: 3.90347 -1.98174 -2.38202
H: 3.54806 -0.21039 1.32740
H: 2.19466 2.50295 0.25269
H: 3.08062 1.64397 -2.49919
H: 0.84870 -6.97162 -1.01350
H: -2.58859 -0.85022 -1.84668
H: 2.28640 -3.24313 0.51279
H: -4.57219 -5.08552 -1.91626
H: -1.59140 -3.34784 -4.99231
H: -0.99095 0.66102 5.41003
H: -1.72887 -1.83749 4.45409
H: 4.87709 2.17110 -0.37526
H: -4.53697 1.62078 -0.22720
H: 0.47741 4.58885 1.69065
H: -3.84635 -5.93180 -0.64743
H: 2.44411 -1.81473 5.38757

Its multiplicity is 1.

What did we get for LUMO energy? Answer: -0.152; 3.589; -0.767; -0.256 eV, in the order shown.